Record 1
{
  "formula": "C3H4N2O2S",
  "method": "ωB97M-V/def2-TZVPD",
  "homo_energy_ev": -10.19,
  "homo_lumo_gap_ev": 9.383,
  "de_lowest_kcal_mol": 59.9,
  "total_charge": 0,
  "elements": ["C", "C", "C", "N", "N", "O", "O", "S", "H", "H", "H", "H"],
  "coordinates": [[-0.345817, 1.442957, 1.753612], [-0.555632, -0.996588, -0.537333], [-0.454401, 0.585640, -0.557122], [0.638343, -1.778099, -0.395008], [-0.787211, 1.048442, 0.722310], [-0.297265, 1.833261, 2.831246], [2.563662, -0.108213, -0.579380], [2.155993, -1.525233, -0.325007], [-1.204903, -1.080755, 0.341916], [-1.006091, -1.549047, -1.289528], [0.486849, 1.042467, -0.805551], [-1.193527, 1.085168, -1.160154]],
  "atomic_forces_ev_per_a": [[-1.483, -0.453, -0.801], [1.082, 2.016, 1.418], [-0.004, -0.400, -0.786], [2.760, -0.634, 1.288], [0.002, -0.061, 0.403], [1.188, 0.974, 2.424], [0.115, -2.212, 0.605], [-2.682, 2.778, -1.015], [0.293, -0.863, 0.018], [-1.497, -0.083, -2.035], [0.588, -0.553, -0.568], [-0.362, -0.510, -0.951]],
  "lowdin_charge": [-0.334, -0.217, -0.181, -0.347, 0.096, 0.172, -0.543, 0.942, 0.120, 0.086, 0.094, 0.112]
}



Record 2
{
  "formula": "C3H4N2O2S",
  "method": "ωB97M-V/def2-TZVPD",
  "homo_energy_ev": -8.65,
  "homo_lumo_gap_ev": 8.840,
  "de_lowest_kcal_mol": 79.7,
  "total_charge": 0,
  "elements": ["C", "C", "C", "H", "H", "H", "H", "N", "N", "O", "O", "S"],
  "coordinates": [[-0.331435, 0.329550, 0.917746], [-1.235003, -0.770391, 0.898543], [-0.191840, -0.850564, -1.012688], [-0.461624, 2.557593, 1.894358], [-1.909645, -1.392285, 1.661949], [1.148647, -0.801061, -2.342414], [1.967566, 0.922030, -0.270642], [-1.246978, -1.365456, -0.362936], [0.312728, 0.181936, -0.325166], [0.318358, -1.262646, -2.208257], [1.229578, 1.023085, -0.959131], [0.399648, 1.428211, 2.108638]],
  "atomic_forces_ev_per_a": [[-0.497, -1.406, 0.390], [-0.698, -0.371, 0.039], [-1.723, -0.441, 0.255], [1.183, -1.478, 0.224], [1.683, 2.414, -1.406], [0.243, 0.301, -0.135], [-0.799, 0.867, -1.664], [2.237, -0.072, 0.075], [-0.091, 0.008, -0.934], [-1.037, 0.219, 1.149], [1.259, -0.813, 2.682], [-1.760, 0.773, -0.674]],
  "lowdin_charge": [-0.610, -0.133, -0.400, -0.078, 0.150, 0.101, 0.143, 0.093, -0.149, 0.118, 0.033, 0.732]
}



Record 3
{
  "formula": "C3H4N2O2S",
  "method": "ωB97M-V/def2-TZVPD",
  "homo_energy_ev": -8.80,
  "homo_lumo_gap_ev": 9.005,
  "de_lowest_kcal_mol": 140.9,
  "total_charge": 0,
  "elements": ["C", "C", "C", "H", "H", "H", "H", "N", "N", "O", "O", "S"],
  "coordinates": [[0.416800, -1.326993, 0.480794], [-1.913292, 0.538998, -0.015216], [0.156964, 1.581019, 0.404204], [0.390635, -0.881212, 1.691547], [0.577496, -2.515492, 0.631246], [-2.812579, 1.046938, 0.191079], [-0.114498, 2.371143, 1.039427], [-1.999526, -0.730781, 0.203348], [1.348385, 1.185335, 0.334257], [-0.767414, -1.377944, -0.270324], [-0.776213, 1.118689, -0.678799], [1.681444, -0.367960, -0.308890]],
  "atomic_forces_ev_per_a": [[-0.591, -1.623, 3.885], [2.009, -2.419, -1.497], [0.750, -1.652, -3.895], [-0.558, -1.147, -3.528], [0.860, 2.911, -0.482], [-0.673, 1.292, 0.155], [-0.871, 1.136, 0.438], [2.110, 1.464, -0.343], [-0.463, -0.210, 1.448], [-2.071, 0.133, 0.189], [-1.393, 0.225, 4.178], [0.892, -0.110, -0.548]],
  "lowdin_charge": [-0.566, -0.157, -0.222, 0.163, 0.139, 0.112, 0.112, 0.117, -0.269, -0.253, -0.072, 0.896]
}



Record 4
{
  "formula": "C3H4N2O2S",
  "method": "ωB97M-V/def2-TZVPD",
  "homo_energy_ev": -8.36,
  "homo_lumo_gap_ev": 8.478,
  "de_lowest_kcal_mol": 158.4,
  "total_charge": 0,
  "elements": ["C", "C", "C", "H", "H", "H", "H", "N", "N", "O", "O", "S"],
  "coordinates": [[-0.145313, -0.616859, -0.663585], [-0.994027, -0.814904, 0.483113], [-0.699901, 0.140237, 1.376076], [1.182081, 0.238879, -3.071631], [-1.440306, -1.833869, 0.569186], [-0.971883, -0.034464, 2.518917], [1.740526, 1.959618, 1.579089], [-0.565900, -1.126265, -1.823530], [0.103430, 1.139851, 0.946876], [1.058602, 1.157303, 1.901670], [0.563937, 0.577032, -0.359086], [0.168754, -0.786560, -3.457095]],
  "atomic_forces_ev_per_a": [[-2.747, 1.504, -2.863], [1.059, -1.659, 0.855], [-3.785, -3.870, 3.405], [-1.797, -1.767, -0.755], [-0.128, 1.480, 0.386], [0.548, 1.255, -2.697], [-2.687, -2.967, 1.458], [2.850, 1.294, 0.854], [-0.428, 0.084, -1.760], [4.948, 3.468, -1.072], [0.982, -0.491, -0.983], [1.183, 1.670, 3.173]],
  "lowdin_charge": [-0.416, -0.017, -0.119, -0.095, 0.136, 0.180, 0.221, -0.297, -0.143, -0.030, -0.014, 0.594]
}



Record 5
{
  "formula": "C3H4N2O2S2",
  "method": "ωB97M-V/def2-TZVPD",
  "homo_energy_ev": [-9.45, -10.04],
  "homo_lumo_gap_ev": [6.602, 8.745],
  "de_lowest_kcal_mol": 112.8,
  "total_charge": 0,
  "elements": ["C", "C", "C", "N", "N", "O", "O", "S", "S", "H", "H", "H", "H"],
  "coordinates": [[2.167426, -0.076306, -2.062528], [0.298491, 0.472989, -1.140910], [-1.022405, 0.272019, 2.062363], [1.261929, 0.939810, -1.785579], [1.958790, -1.219430, -1.516056], [-1.847037, -1.437736, 0.207660], [-1.899682, 1.003220, -0.231337], [0.560731, -1.167579, -0.614913], [-2.225416, -0.077371, 0.711975], [3.117437, 0.039508, -2.686099], [-1.124553, -0.355363, 2.926205], [-1.188483, 1.258433, 2.491825], [-0.057228, 0.347806, 1.637393]],
  "atomic_forces_ev_per_a": [[1.547, 0.210, -0.552], [0.208, -0.659, 1.021], [-1.290, 1.046, 0.910], [-0.074, 0.453, -0.988], [0.239, -0.811, 0.509], [-1.245, 1.467, 1.147], [-0.468, 0.447, -0.163], [0.339, 0.221, -1.194], [1.975, -1.412, -0.416], [-1.718, 0.288, 0.873], [0.081, -1.006, -0.077], [-0.562, 0.310, -0.462], [0.969, -0.552, -0.607]],
  "lowdin_charge": [-0.346, -0.323, -0.182, 0.012, -0.301, -0.528, -0.410, 1.009, 0.806, 0.136, 0.055, 0.061, 0.011]
}



Record 6
{
  "formula": "C3H4N2O3",
  "method": "ωB97M-V/def2-TZVPD",
  "homo_energy_ev": -9.87,
  "homo_lumo_gap_ev": 9.532,
  "de_lowest_kcal_mol": 106.4,
  "total_charge": 0,
  "elements": ["C", "C", "C", "N", "N", "O", "O", "O", "H", "H", "H", "H"],
  "coordinates": [[-1.265965, -0.829536, -1.303472], [-0.074688, -0.888026, 0.894419], [-0.322724, -0.236718, -0.448212], [-2.035444, -1.378983, -1.952474], [0.317644, 0.823255, -0.847194], [0.221578, 1.439972, -1.892733], [1.254450, 1.328321, 0.069679], [-0.299082, -0.030415, 1.974340], [0.954879, -1.282115, 0.915572], [-0.771620, -1.720339, 1.011011], [0.363738, 0.665557, 1.927200], [1.657235, 2.109027, -0.348135]],
  "atomic_forces_ev_per_a": [[-0.103, 0.223, -0.496], [0.445, -0.081, -0.001], [0.246, -0.370, 0.868], [-0.257, -0.182, -0.183], [0.438, 0.606, -0.200], [-0.097, 0.164, -0.342], [-0.111, -0.568, 0.546], [-0.080, 0.240, 0.313], [-0.222, -0.019, -0.044], [0.141, 0.090, -0.176], [-0.007, 0.098, 0.126], [-0.393, -0.201, -0.410]],
  "lowdin_charge": [-0.155, -0.198, -0.166, 0.189, -0.261, 0.057, 0.081, -0.032, 0.135, 0.134, 0.075, 0.142]
}



Record 7
{
  "formula": "C3H4N2O3",
  "method": "ωB97M-V/def2-TZVPD",
  "homo_energy_ev": -9.18,
  "homo_lumo_gap_ev": 9.176,
  "de_lowest_kcal_mol": 149.1,
  "total_charge": 0,
  "elements": ["C", "C", "C", "N", "N", "O", "O", "O", "H", "H", "H", "H"],
  "coordinates": [[2.028353, 0.604787, 0.105525], [-0.491151, -1.713774, 0.393592], [1.303452, 1.151623, -0.809124], [-0.639208, -0.468063, 0.367758], [-1.869914, 0.335164, 0.229893], [2.702513, 0.130195, 0.942520], [-1.905783, 0.812295, -0.899322], [-2.423282, 0.653528, 1.216698], [0.530425, -1.996151, 0.492788], [-1.280637, -2.414364, 0.298930], [1.761954, 1.541240, -1.736269], [0.283277, 1.363519, -0.602994]],
  "atomic_forces_ev_per_a": [[1.509, -0.635, 1.594], [-0.954, 1.204, -0.217], [0.441, 1.083, -1.703], [-0.081, 0.850, 0.920], [2.755, -0.930, -2.288], [-0.849, 0.293, -0.962], [-1.007, -0.334, 0.935], [-1.183, 0.145, 1.032], [0.639, -0.557, 0.098], [-0.690, -0.812, -0.070], [-0.207, -0.394, 0.767], [-0.373, 0.087, -0.105]],
  "lowdin_charge": [-0.297, 0.053, -0.003, 0.074, -0.423, 0.141, 0.057, 0.127, 0.081, 0.084, 0.087, 0.021]
}



Record 8
{
  "formula": "C3H4N2O3",
  "method": "ωB97M-V/def2-TZVPD",
  "homo_energy_ev": -9.94,
  "homo_lumo_gap_ev": 9.982,
  "de_lowest_kcal_mol": 104.3,
  "total_charge": 0,
  "elements": ["C", "C", "C", "H", "H", "H", "H", "N", "N", "O", "O", "O"],
  "coordinates": [[-1.126554, -0.982395, 0.156074], [-1.088912, 0.627887, 0.417158], [1.262266, -0.932761, -0.033246], [-1.858636, 1.223132, -0.383602], [-1.164018, 1.018484, 1.413224], [0.206774, 1.314897, -1.196304], [2.272606, 0.885322, -0.296757], [0.091202, 1.189485, -0.271105], [1.151162, 0.391588, 0.228413], [-2.137654, -1.703954, -0.124020], [2.265170, -1.550315, 0.126874], [0.126595, -1.481375, -0.036709]],
  "atomic_forces_ev_per_a": [[-4.354, -0.337, -1.777], [-1.851, 1.145, -5.636], [2.599, 1.776, 2.324], [0.814, -2.246, 2.866], [-0.049, -0.266, 0.451], [-0.768, 0.049, -4.002], [-4.276, -1.875, 2.709], [0.446, -2.001, 6.083], [6.781, 5.237, -3.089], [4.956, 3.513, 1.811], [1.121, -0.673, -0.952], [-5.420, -4.322, -0.788]],
  "lowdin_charge": [-0.276, -0.047, -0.694, 0.193, 0.102, 0.066, 0.294, -0.070, 0.034, 0.080, 0.144, 0.171]
}



Record 9
{
  "formula": "C3H4N2O3",
  "method": "ωB97M-V/def2-TZVPD",
  "homo_energy_ev": -9.77,
  "homo_lumo_gap_ev": 9.178,
  "de_lowest_kcal_mol": 148.3,
  "total_charge": 0,
  "elements": ["C", "C", "C", "H", "H", "H", "H", "N", "N", "O", "O", "O"],
  "coordinates": [[0.335226, -0.513228, -0.942771], [-0.552247, -1.103244, 0.045122], [-1.119917, 0.045675, 0.786263], [1.723112, 2.434952, -1.303777], [1.636103, 0.989808, 0.065596], [1.183905, -1.068072, -1.340003], [-1.363445, -2.011231, 1.358456], [1.135709, 1.687729, -0.584370], [0.044850, 0.911955, -1.106160], [-0.550071, -2.363853, 0.905584], [-1.643645, -0.223684, 1.945468], [-0.829580, 1.213194, 0.170591]],
  "atomic_forces_ev_per_a": [[-3.374, -2.385, 3.760], [4.018, 0.146, -0.420], [-1.464, -1.625, 3.441], [-2.364, -3.580, 2.573], [0.038, 2.217, -1.465], [-0.280, 0.752, -0.579], [0.612, -0.959, 0.772], [2.611, 0.142, -2.051], [1.174, 0.600, 2.329], [-0.988, 4.250, -3.588], [1.568, 2.359, -4.817], [-1.551, -1.918, 0.043]],
  "lowdin_charge": [0.009, -0.084, -0.390, 0.199, 0.116, 0.122, 0.079, -0.020, -0.079, -0.004, 0.024, 0.029]
}



Record 10
{
  "formula": "C3H4N2O5",
  "method": "ωB97M-V/def2-TZVPD",
  "homo_energy_ev": -9.36,
  "homo_lumo_gap_ev": 9.814,
  "de_lowest_kcal_mol": 20.1,
  "total_charge": 0,
  "elements": ["C", "C", "C", "N", "N", "O", "O", "O", "O", "O", "H", "H", "H", "H"],
  "coordinates": [[0.364663, -0.446146, -1.544763], [-1.448477, 0.043606, -0.155777], [0.900100, 0.260000, 0.244785], [-0.957257, -0.253970, -1.442747], [-0.458409, 0.362635, 0.739997], [1.092157, -0.757277, -2.407911], [-2.613594, -0.214467, 0.162997], [1.499156, 1.495428, 0.026689], [1.628135, -0.648637, 0.949162], [-0.606212, 0.098988, 2.106371], [-1.736503, -0.729865, -1.967630], [2.103762, 1.301972, -0.651635], [1.845471, -0.267216, 1.738138], [-1.612991, -0.245051, 2.202321]],
  "atomic_forces_ev_per_a": [[1.435, 1.791, 3.881], [-0.933, -1.710, 1.749], [-1.982, -1.387, -3.036], [-2.558, -0.329, -0.005], [0.460, 0.598, -1.007], [0.468, -0.510, -0.994], [1.530, 0.855, -0.328], [-1.584, -0.472, 1.759], [-0.723, -1.318, -3.723], [-3.503, -0.810, 0.023], [1.502, 0.672, 0.130], [1.681, 0.024, -1.525], [1.127, 1.522, 3.650], [3.079, 1.074, -0.574]],
  "lowdin_charge": [-0.296, -0.442, -0.405, 0.179, -0.027, 0.146, 0.066, 0.099, 0.125, 0.021, 0.199, 0.081, 0.065, 0.189]
}